The following is a DFT calculation (ωB97M-V/def2-TZVPD) of a 10-piece molecular cluster, C36H53ClN9O4 overall in a non-equilibrium geometry.

Geometry (Å):
Cl 0.162 -0.155 0.526
O 0.466 -0.828 1.743
O 0.432 -1.013 -0.615
O -1.132 0.246 0.528
O 1.026 0.994 0.414
C 1.984 -2.116 -3.976
C 1.760 -3.513 -4.584
C 1.147 -3.606 -5.960
C 0.039 -2.666 -6.219
N -0.850 -1.951 -6.472
H 2.789 -2.259 -3.256
H 1.093 -1.840 -3.412
H 2.220 -1.440 -4.798
H 1.065 -4.006 -3.904
H 2.743 -3.978 -4.651
H 0.694 -4.573 -6.176
H 1.806 -3.354 -6.790
C -2.442 -3.539 4.089
C -1.376 -4.631 3.779
C 0.050 -4.018 3.939
C 1.140 -4.997 3.915
N 1.959 -5.812 3.912
H -3.459 -3.920 4.002
H -2.303 -2.764 3.335
H -2.340 -3.179 5.112
H -1.500 -5.065 2.787
H -1.497 -5.381 4.561
H 0.026 -3.406 4.841
H 0.266 -3.275 3.172
C -6.506 -0.993 -0.395
C -5.043 -0.510 -0.103
C -4.933 0.761 0.766
C -5.296 1.977 0.124
N -5.652 2.975 -0.371
H -6.970 -1.295 0.544
H -6.508 -1.830 -1.094
H -7.087 -0.189 -0.846
H -4.548 -0.223 -1.030
H -4.439 -1.362 0.212
H -3.883 0.836 1.047
H -5.532 0.772 1.676
C 2.996 2.021 3.621
C 1.508 2.228 3.976
C 1.068 3.637 3.883
C 1.921 4.613 4.675
N 2.619 5.402 5.257
H 3.140 2.225 2.560
H 3.317 0.991 3.773
H 3.685 2.632 4.205
H 1.361 1.967 5.025
H 0.840 1.660 3.328
H 0.098 3.803 4.352
H 0.947 3.834 2.817
N -0.139 3.891 0.797
C 0.188 5.229 0.741
C -0.799 5.870 1.496
C -1.722 4.941 1.896
C -1.361 3.747 1.390
H 0.389 3.132 0.392
H 1.124 5.531 0.296
H -0.839 6.908 1.793
H -2.550 5.079 2.575
H -1.811 2.776 1.539
N -2.047 1.835 -2.103
C -2.431 3.116 -2.198
C -2.277 3.436 -3.540
C -1.516 2.455 -4.171
C -1.453 1.411 -3.228
H -2.134 1.283 -1.261
H -2.803 3.654 -1.338
H -2.439 4.433 -3.922
H -1.017 2.518 -5.127
H -0.832 0.530 -3.161
N -0.779 -3.825 -0.208
C -1.968 -4.349 0.270
C -2.069 -5.675 -0.083
C -0.819 -6.065 -0.671
C -0.082 -4.907 -0.754
H -0.445 -2.880 -0.087
H -2.542 -3.707 0.922
H -2.883 -6.291 0.269
H -0.547 -7.065 -0.973
H 0.891 -4.675 -1.161
N 3.906 -0.591 -0.100
C 5.138 -0.626 -0.707
C 6.038 -0.874 0.347
C 5.403 -0.896 1.580
C 4.073 -0.667 1.270
H 3.050 -0.267 -0.527
H 5.360 -0.522 -1.759
H 7.104 -1.050 0.330
H 5.850 -1.111 2.539
H 3.194 -0.639 1.897
N 2.002 2.601 -1.781
C 1.446 3.605 -2.493
C 2.401 4.568 -2.910
C 3.674 3.995 -2.558
C 3.362 2.824 -1.806
H 1.545 1.889 -1.230
H 0.383 3.590 -2.684
H 2.073 5.404 -3.509
H 4.627 4.418 -2.839
H 4.005 2.123 -1.294

Properties
Multiplicity: 1
Total charge: -1
Kohn-Sham gap in eV: 7.8
Relative energy (zero: lowest compared OMol25 entry of this formula, charge and spin) in eV: 0.916

Atomic partial charges in e from the Mulliken method, atoms 1 to 99: number 1, Cl, carries 1.08; number 2, O, carries -0.63; number 3, O, carries -0.62; number 4, O, carries -0.39; number 5, O, carries -0.59; number 6, C, carries -0.82; number 7, C, carries -0.35; number 8, C, carries -0.46; number 9, C, carries 0.20; number 10, N, carries -0.46; number 11, H, carries 0.26; number 12, H, carries 0.13; number 13, H, carries 0.41; number 14, H, carries 0.16; number 15, H, carries 0.32; number 16, H, carries 0.34; number 17, H, carries 0.27; number 18, C, carries -1.20; number 19, C, carries -0.12; number 20, C, carries 0.17; number 21, C, carries 0.07; number 22, N, carries -0.48; number 23, H, carries 0.35; number 24, H, carries 0.10; number 25, H, carries 0.47; number 26, H, carries 0.13; number 27, H, carries 0.41; number 28, H, carries 0.39; number 29, H, carries -0.23; number 30, C, carries -1.35; number 31, C, carries -0.20; number 32, C, carries 0.21; number 33, C, carries 0.27; number 34, N, carries -0.54; number 35, H, carries 0.34; number 36, H, carries 0.39; number 37, H, carries 0.33; number 38, H, carries 0.17; number 39, H, carries 0.29; number 40, H, carries -0.30; number 41, H, carries 0.46; number 42, C, carries -1.03; number 43, C, carries -0.26; number 44, C, carries 0.81; number 45, C, carries 0.04; number 46, N, carries -0.56; number 47, H, carries 0.17; number 48, H, carries 0.25; number 49, H, carries 0.50; number 50, H, carries 0.38; number 51, H, carries 0.02; number 52, H, carries 0.40; number 53, H, carries -0.65; number 54, N, carries 0.93; number 55, C, carries -0.69; number 56, C, carries -0.68; number 57, C, carries -0.53; number 58, C, carries -0.72; number 59, H, carries -0.14; number 60, H, carries 0.48; number 61, H, carries 0.39; number 62, H, carries 0.47; number 63, H, carries 0.48; number 64, N, carries 0.56; number 65, C, carries -0.33; number 66, C, carries -0.80; number 67, C, carries -0.67; number 68, C, carries -0.80; number 69, H, carries 0.06; number 70, H, carries 0.41; number 71, H, carries 0.37; number 72, H, carries 0.39; number 73, H, carries 0.75; number 74, N, carries 0.40; number 75, C, carries -0.62; number 76, C, carries -0.68; number 77, C, carries -0.75; number 78, C, carries -0.50; number 79, H, carries 0.20; number 80, H, carries 0.68; number 81, H, carries 0.40; number 82, H, carries 0.39; number 83, H, carries 0.53; number 84, N, carries 0.34; number 85, C, carries -0.82; number 86, C, carries -0.31; number 87, C, carries -0.95; number 88, C, carries -0.18; number 89, H, carries 0.09; number 90, H, carries 0.45; number 91, H, carries 0.40; number 92, H, carries 0.42; number 93, H, carries 0.49; number 94, N, carries 0.50; number 95, C, carries -0.23; number 96, C, carries -0.77; number 97, C, carries -0.83; number 98, C, carries -0.49; number 99, H, carries 0.17

=====

The following is a DFT calculation (ωB97M-V/def2-TZVPD) of C11H15N2O2PdS2 as an isolated structure.

Geometry (Å):
Pd 0.644 0.258 -1.369
O 3.140 -2.121 -1.179
C 3.713 -1.616 -0.001
C 2.716 -1.300 1.092
C 3.140 -1.120 2.404
C 2.223 -0.715 3.354
C 0.907 -0.512 2.972
C 0.572 -0.738 1.648
N 1.451 -1.127 0.723
H 2.479 -1.468 -1.473
H 4.274 -0.692 -0.197
H 4.420 -2.367 0.360
H 4.181 -1.276 2.659
H 2.529 -0.547 4.380
H 0.161 -0.164 3.672
H -0.440 -0.581 1.295
O -1.783 0.111 -3.628
S -1.368 0.243 -2.198
C -2.638 -0.702 -1.293
C -3.910 0.110 -1.439
C -3.509 1.534 -1.041
C -2.121 1.819 -1.630
H -2.298 -0.759 -0.256
H -2.668 -1.698 -1.731
H -4.720 -0.272 -0.813
H -4.237 0.075 -2.480
H -3.449 1.589 0.049
H -4.241 2.275 -1.364
H -1.437 2.275 -0.915
H -2.146 2.424 -2.535
S 2.473 1.800 -0.679
C 1.347 2.409 0.422
N 0.592 2.854 1.191

Properties
Multiplicity: 1
Total charge: -1
Kohn-Sham gap in eV: 6.8
Relative energy (zero: lowest compared OMol25 entry of this formula, charge and spin) in eV: 0.499

The Mulliken scheme yields these atomic charges, measured in e: number 1, Pd, carries -0.32; number 2, O, carries -0.52; number 3, C, carries -0.74; number 4, C, carries 0.78; number 5, C, carries -0.62; number 6, C, carries -0.30; number 7, C, carries -0.64; number 8, C, carries 0.21; number 9, N, carries -0.30; number 10, H, carries 0.33; number 11, H, carries 0.20; number 12, H, carries 0.40; number 13, H, carries 0.33; number 14, H, carries 0.38; number 15, H, carries 0.38; number 16, H, carries 0.07; number 17, O, carries -0.76; number 18, S, carries 0.70; number 19, C, carries -0.48; number 20, C, carries -0.62; number 21, C, carries -0.66; number 22, C, carries -0.42; number 23, H, carries 0.11; number 24, H, carries 0.43; number 25, H, carries 0.36; number 26, H, carries 0.29; number 27, H, carries 0.29; number 28, H, carries 0.30; number 29, H, carries 0.19; number 30, H, carries 0.39; number 31, S, carries -0.52; number 32, C, carries 0.45; number 33, N, carries -0.67

=====

The following is a DFT calculation (ωB97M-V/def2-TZVPD) of C15H23F3NO2PV as an isolated structure in a non-equilibrium geometry.

Geometry (Å):
C 0.417 3.230 -2.423
C -0.852 2.703 -2.119
C -0.954 1.613 -1.237
C 0.212 1.097 -0.690
C 1.475 1.538 -1.048
C 1.584 2.651 -1.906
C -2.249 1.018 -0.785
C -2.147 -0.499 -0.414
N -2.559 -1.314 -1.528
V -0.175 -0.056 1.098
C 2.637 0.801 -0.433
P 1.952 -0.793 0.285
H -1.760 3.137 -2.562
H 2.571 3.040 -2.167
H 0.494 4.099 -3.084
H 3.063 1.337 0.435
H 3.451 0.603 -1.147
H -2.578 1.535 0.133
H -3.041 1.166 -1.532
H -1.095 -0.877 -0.123
C 3.213 -1.423 1.406
C 2.031 -1.861 -1.188
H -2.874 -0.708 0.383
C -1.663 -1.348 -2.650
C -3.163 -2.590 -1.203
H -0.055 -1.918 1.577
H -2.153 -1.947 -3.428
H -1.485 -0.326 -3.005
H -0.685 -1.815 -2.428
H -3.513 -3.049 -2.141
H -2.474 -3.311 -0.714
H -4.025 -2.435 -0.531
H 3.081 -1.999 -1.485
H 1.577 -2.836 -0.965
H 1.485 -1.402 -2.020
H 4.230 -1.316 1.008
H 3.132 -0.883 2.356
H 3.014 -2.480 1.613
H -0.826 -1.738 1.782
F 0.093 2.187 6.181
C -0.002 1.168 5.297
F 0.915 0.212 5.637
F -1.241 0.615 5.424
C 0.256 1.654 3.781
O 0.660 2.803 3.620
O 0.026 0.716 2.941

Properties
Multiplicity: 2
Total charge: +2
Kohn-Sham gap (alpha / beta) in eV: 5.1 / 6.8

The Mulliken scheme yields these atomic charges, measured in e: number 1, C, carries -0.66; number 2, C, carries -0.90; number 3, C, carries 1.00; number 4, C, carries 0.72; number 5, C, carries 0.60; number 6, C, carries -0.83; number 7, C, carries -1.58; number 8, C, carries -0.06; number 9, N, carries 0.02; number 10, V, carries -0.42; number 11, C, carries -1.03; number 12, P, carries 1.03; number 13, H, carries 0.49; number 14, H, carries 0.53; number 15, H, carries 0.43; number 16, H, carries 0.45; number 17, H, carries 0.62; number 18, H, carries 0.46; number 19, H, carries 0.47; number 20, H, carries 0.20; number 21, C, carries -1.11; number 22, C, carries -1.41; number 23, H, carries 0.90; number 24, C, carries -0.73; number 25, C, carries -0.94; number 26, H, carries 0.05; number 27, H, carries 0.44; number 28, H, carries 0.26; number 29, H, carries 0.17; number 30, H, carries 0.34; number 31, H, carries 0.33; number 32, H, carries 0.36; number 33, H, carries 0.47; number 34, H, carries 0.41; number 35, H, carries 0.39; number 36, H, carries 0.43; number 37, H, carries 0.39; number 38, H, carries 0.43; number 39, H, carries 0.29; number 40, F, carries -0.20; number 41, C, carries 0.77; number 42, F, carries -0.22; number 43, F, carries -0.22; number 44, C, carries 0.26; number 45, O, carries -0.49; number 46, O, carries -0.89

=====

The following is a DFT calculation (ωB97M-V/def2-TZVPD) of an isolated ion of composition C4H6BrN2O and charge +1 in a non-equilibrium geometry.

Geometry (Å):
O 0.878 -1.005 1.591
C 0.877 -0.300 0.477
Br 2.829 -0.028 -0.355
C 0.328 1.139 0.655
N -0.693 1.708 0.193
C -1.519 0.943 -0.575
C -1.150 -0.307 -0.924
N 0.142 -0.959 -0.681
H 0.562 -0.515 2.379
H 0.968 1.760 1.317
H -2.402 1.476 -0.757
H -1.843 -1.001 -1.565
H 0.147 -1.906 -0.370
H 0.876 -1.005 -1.384

Properties
Multiplicity: 1
Total charge: +1
Kohn-Sham gap in eV: 9.3
SMILES: O[C@]1(Br)C=NC=C[NH2+]1
Relative energy (zero: lowest compared OMol25 entry of this formula, charge and spin) in eV: 1.776

The Mulliken scheme yields these atomic charges, measured in e: number 1, O, carries -0.49; number 2, C, carries 0.37; number 3, Br, carries -0.10; number 4, C, carries -0.07; number 5, N, carries -0.43; number 6, C, carries -0.25; number 7, C, carries -0.30; number 8, N, carries -0.13; number 9, H, carries 0.45; number 10, H, carries 0.42; number 11, H, carries 0.46; number 12, H, carries 0.35; number 13, H, carries 0.32; number 14, H, carries 0.40

=====

Number 1: E -72307.4590 eV. Number 2: E -43877.2565 eV. Number 3: E -64621.8258 eV. Number 4: E -79305.7331 eV.